No. 1
ORCA calculation (the ωB97M-V functional and the def2-TZVPD basis) on a 21-piece molecular cluster, C51H154N32O21 overall in a non-equilibrium geometry.

Values from the calculation:
LUMO: -0.0063 Ha
E_HOMO: -8.56 eV
molar mass: 1552.0 g/mol

Geometry as ORCA input:
```
! RIJCOSX wB97M-V def2-TZVPD def2/J DEFGRID3
* xyz 0 1
C 22.257 -4.507 -13.710
C 23.052 -3.249 -14.322
C 24.027 -3.716 -15.415
O 24.993 -4.672 -15.045
C 25.883 -4.350 -13.988
N 22.065 -2.315 -14.799
H 22.927 -5.182 -13.177
H 21.797 -5.101 -14.499
H 21.531 -4.195 -12.959
H 23.560 -2.627 -13.586
H 24.587 -2.857 -15.787
H 23.375 -4.168 -16.162
H 25.452 -4.142 -13.009
H 26.439 -3.429 -14.167
H 26.600 -5.160 -13.856
H 21.370 -2.093 -14.100
H 21.422 -2.736 -15.454
C 29.547 -5.091 -11.006
C 29.577 -4.162 -12.212
C 30.483 -2.967 -12.165
O 31.714 -3.228 -11.537
C 32.268 -1.928 -11.361
N 29.709 -5.002 -13.430
H 30.512 -4.988 -10.509
H 29.186 -6.110 -11.145
H 28.787 -4.592 -10.404
H 28.539 -3.857 -12.348
H 30.007 -2.078 -11.751
H 30.654 -2.716 -13.212
H 31.936 -1.229 -12.129
H 33.357 -1.894 -11.410
H 31.764 -1.572 -10.462
H 30.531 -5.573 -13.561
H 29.024 -5.743 -13.372
C 16.850 -7.742 -7.098
C 15.872 -6.616 -6.677
C 14.997 -7.010 -5.490
O 13.970 -6.016 -5.247
C 13.194 -6.416 -4.169
N 16.748 -5.485 -6.376
H 17.791 -7.799 -6.550
H 17.152 -7.367 -8.075
H 16.397 -8.724 -7.239
H 15.203 -6.314 -7.483
H 15.480 -7.250 -4.543
H 14.496 -7.899 -5.873
H 13.405 -6.247 -3.113
H 12.731 -7.396 -4.279
H 12.285 -5.827 -4.293
H 16.110 -4.749 -6.108
H 17.027 -5.097 -7.266
C 27.853 -1.904 -8.885
C 26.966 -1.997 -10.113
C 25.485 -2.029 -9.801
O 24.569 -2.287 -10.929
C 23.178 -2.129 -10.523
N 27.338 -0.865 -10.959
H 27.433 -1.144 -8.228
H 28.889 -1.828 -9.216
H 27.697 -2.761 -8.230
H 27.248 -2.903 -10.649
H 25.266 -1.083 -9.306
H 25.380 -2.751 -8.992
H 23.114 -1.048 -10.401
H 22.821 -2.567 -9.590
H 22.463 -2.411 -11.296
H 27.489 -0.007 -10.446
H 26.666 -0.591 -11.661
C 26.578 -7.948 -9.420
C 27.728 -8.617 -8.725
C 28.306 -7.527 -7.904
O 29.680 -7.631 -7.890
C 30.289 -6.588 -7.173
N 27.364 -9.699 -7.884
H 27.006 -7.308 -10.191
H 25.929 -7.370 -8.761
H 26.154 -8.780 -9.982
H 28.413 -9.047 -9.455
H 27.816 -7.238 -6.975
H 28.302 -6.603 -8.482
H 29.986 -5.588 -7.485
H 31.372 -6.693 -7.118
H 30.114 -6.692 -6.102
H 26.742 -9.298 -7.196
H 28.180 -9.924 -7.332
C 20.327 -6.581 -6.379
C 21.898 -6.683 -6.185
C 22.776 -6.263 -7.385
O 24.159 -6.406 -7.120
C 24.957 -5.261 -7.387
N 22.118 -5.834 -5.074
H 20.033 -5.532 -6.409
H 19.778 -7.005 -5.539
H 19.882 -6.896 -7.323
H 22.164 -7.701 -5.901
H 22.595 -5.224 -7.661
H 22.535 -6.788 -8.310
H 24.610 -4.301 -7.005
H 24.934 -5.125 -8.468
H 25.951 -5.367 -6.953
H 22.273 -6.366 -4.230
H 23.045 -5.433 -5.058
C 19.001 -13.159 -8.358
C 18.324 -12.106 -7.589
C 19.127 -10.929 -7.012
O 19.870 -11.368 -5.873
C 20.492 -10.259 -5.273
N 17.208 -11.718 -8.415
H 19.664 -13.643 -7.640
H 19.592 -12.788 -9.195
H 18.311 -13.963 -8.613
H 17.922 -12.526 -6.667
H 18.428 -10.111 -6.838
H 19.858 -10.537 -7.718
H 21.268 -9.832 -5.908
H 20.860 -10.582 -4.299
H 19.664 -9.601 -5.010
H 16.441 -11.224 -7.982
H 17.349 -11.308 -9.327
C 28.780 -0.172 -4.545
C 28.211 -1.380 -3.842
C 29.205 -2.408 -3.354
O 29.757 -3.046 -4.434
C 30.724 -4.001 -4.111
N 27.490 -0.820 -2.762
H 27.979 0.555 -4.678
H 29.210 -0.390 -5.523
H 29.550 0.397 -4.023
H 27.403 -1.928 -4.327
H 28.790 -3.120 -2.640
H 29.918 -1.891 -2.713
H 30.464 -4.775 -3.389
H 31.537 -3.394 -3.714
H 30.968 -4.503 -5.048
H 26.540 -0.553 -2.978
H 27.506 -1.485 -2.003
C 24.754 -0.989 -6.269
C 23.251 -0.685 -6.578
C 22.182 -1.542 -5.905
O 20.827 -1.070 -6.264
C 19.811 -1.870 -5.642
N 22.874 0.694 -6.208
H 25.062 -0.704 -5.263
H 25.396 -0.351 -6.875
H 25.056 -2.035 -6.335
H 23.108 -0.650 -7.658
H 22.397 -1.541 -4.836
H 22.365 -2.586 -6.163
H 18.912 -1.254 -5.637
H 20.024 -2.017 -4.583
H 19.640 -2.801 -6.181
H 21.870 0.720 -6.314
H 23.262 1.327 -6.893
C 19.577 -8.834 -10.927
C 20.189 -7.429 -11.047
C 21.633 -7.602 -11.556
O 22.305 -8.309 -10.541
C 23.321 -9.102 -11.156
N 19.266 -6.670 -11.894
H 20.101 -9.385 -10.146
H 19.739 -9.297 -11.900
H 18.510 -8.845 -10.703
H 20.263 -7.163 -9.993
H 22.193 -6.668 -11.507
H 21.495 -8.077 -12.527
H 22.866 -9.909 -11.731
H 23.991 -9.528 -10.409
H 23.949 -8.454 -11.766
H 18.350 -6.816 -11.495
H 19.178 -7.227 -12.732
C 18.231 -4.182 -2.962
O 18.761 -3.630 -2.037
N 17.002 -4.402 -3.080
N 18.872 -4.739 -3.980
H 16.572 -4.881 -3.859
H 16.486 -4.038 -2.292
H 18.318 -5.134 -4.727
H 19.847 -4.484 -4.047
C 26.550 -8.150 0.790
O 25.880 -8.193 1.848
N 26.069 -8.170 -0.433
N 27.845 -8.320 0.794
H 26.652 -8.384 -1.230
H 25.062 -8.111 -0.488
H 28.163 -8.425 1.747
H 28.445 -8.127 0.005
C 22.975 -8.546 -2.273
O 22.998 -7.419 -2.705
N 23.159 -9.672 -2.891
N 22.333 -8.833 -1.119
H 22.933 -10.562 -2.471
H 23.584 -9.670 -3.807
H 21.923 -8.091 -0.569
H 22.229 -9.769 -0.756
C 18.535 -8.820 -1.458
O 17.524 -8.862 -0.848
N 19.100 -7.638 -1.716
N 19.252 -9.878 -1.775
H 19.933 -7.629 -2.287
H 18.491 -6.839 -1.615
H 20.232 -9.869 -2.020
H 18.848 -10.568 -1.158
C 24.160 -10.884 -6.388
O 25.118 -10.593 -5.697
N 23.763 -12.139 -6.500
N 23.478 -10.048 -7.104
H 23.132 -12.287 -7.274
H 24.310 -12.929 -6.188
H 22.596 -10.286 -7.536
H 23.918 -9.157 -7.286
C 15.861 -6.037 -10.475
O 16.678 -6.818 -10.870
N 14.581 -6.359 -10.331
N 16.099 -4.811 -10.115
H 14.416 -7.178 -10.898
H 13.826 -5.772 -10.007
H 15.343 -4.363 -9.618
H 17.022 -4.439 -9.939
C 28.129 -8.869 -3.684
O 27.407 -8.214 -2.919
N 27.566 -9.508 -4.645
N 29.418 -8.937 -3.702
H 28.012 -10.075 -5.352
H 26.579 -9.292 -4.623
H 29.863 -9.457 -4.445
H 29.773 -8.506 -2.861
C 15.698 -10.700 -4.293
O 14.757 -10.969 -5.037
N 15.644 -10.148 -3.073
N 16.951 -10.963 -4.574
H 16.493 -9.945 -2.565
H 14.745 -9.878 -2.700
H 17.155 -11.454 -5.432
H 17.633 -10.799 -3.848
C 18.392 -1.335 -9.075
O 18.259 -0.417 -8.344
N 17.558 -1.618 -10.022
N 19.292 -2.276 -8.973
H 16.768 -1.004 -10.153
H 17.762 -2.380 -10.654
H 19.996 -2.096 -8.271
H 19.343 -3.050 -9.620
C 25.477 -5.351 -3.648
O 25.063 -4.380 -4.134
N 25.378 -6.535 -4.175
N 26.300 -5.484 -2.658
H 24.941 -6.497 -5.085
H 25.854 -7.334 -3.783
H 26.745 -4.731 -2.153
H 26.594 -6.433 -2.479
C 23.215 -3.612 -1.021
O 23.109 -3.748 0.193
N 22.279 -3.896 -1.879
N 24.350 -3.229 -1.619
H 21.329 -4.006 -1.553
H 22.466 -3.575 -2.818
H 24.469 -3.516 -2.580
H 25.182 -3.094 -1.063
*
```

Results of the Mulliken charge analysis, in e, for atoms 1 through 4: atom 1 (C): -1.1129, atom 2 (C): 1.1070, atom 3 (C): -1.0423, atom 4 (O): -0.4032


No. 2
ORCA calculation (the ωB97M-V functional and the def2-TZVPD basis) on C18H45CsN3O4S as an isolated structure in a non-equilibrium geometry.

Values from the calculation:
LUMO: 0.0708 Ha
E_HOMO: -4.17 eV
molar mass: 532.5 g/mol

Geometry as ORCA input:
```
! RIJCOSX wB97M-V def2-TZVPD def2/J DEFGRID3
* xyz -1 1
Cs 16.626 -6.277 -29.934
S 16.448 -6.909 -27.479
O 15.798 -7.435 -26.293
O 16.865 -7.933 -28.380
O 15.575 -5.922 -28.163
O 17.656 -6.192 -27.128
C 13.869 -3.430 -25.452
C 14.816 -3.325 -26.636
N 14.474 -2.459 -27.808
C 13.521 -3.292 -28.613
C 14.341 -4.332 -29.330
C 13.995 -1.074 -27.448
C 14.392 -0.063 -28.537
H 13.065 -4.093 -25.774
H 13.518 -2.461 -25.099
H 14.483 -3.919 -24.696
H 15.856 -3.103 -26.395
H 15.013 -4.365 -26.895
H 12.767 -3.849 -28.057
H 12.935 -2.612 -29.232
H 13.825 -4.662 -30.232
H 15.268 -4.002 -29.799
H 14.723 -5.193 -28.781
H 14.623 -0.772 -26.611
H 12.925 -1.015 -27.250
H 15.478 -0.060 -28.632
H 13.902 0.888 -28.327
H 14.015 -0.408 -29.500
C 14.671 -6.136 -24.733
C 13.839 -6.882 -25.794
N 12.660 -6.081 -26.071
C 12.112 -6.356 -27.390
C 12.986 -5.845 -28.609
C 11.597 -6.188 -25.022
C 10.653 -4.947 -24.917
H 15.318 -6.901 -24.304
H 14.068 -5.791 -23.893
H 15.270 -5.368 -25.221
H 14.494 -7.102 -26.637
H 13.444 -7.863 -25.532
H 12.084 -7.439 -27.273
H 11.096 -5.976 -27.496
H 13.964 -6.304 -28.756
H 12.363 -5.863 -29.503
H 13.101 -4.767 -28.492
H 12.067 -6.206 -24.038
H 10.959 -7.071 -25.054
H 9.919 -4.971 -25.723
H 11.288 -4.065 -24.834
H 10.195 -4.950 -23.928
C 13.880 -8.604 -27.865
C 15.258 -9.139 -28.313
N 15.158 -10.446 -28.851
C 15.416 -11.521 -27.864
C 14.323 -11.569 -26.752
C 15.778 -10.614 -30.106
C 17.315 -10.548 -30.090
H 13.810 -7.517 -27.826
H 13.574 -8.823 -26.843
H 13.083 -8.888 -28.553
H 15.443 -8.324 -29.013
H 16.109 -9.133 -27.632
H 15.252 -12.473 -28.368
H 16.458 -11.590 -27.553
H 14.385 -10.682 -26.122
H 13.283 -11.525 -27.074
H 14.268 -12.412 -26.064
H 15.371 -9.843 -30.761
H 15.479 -11.617 -30.410
H 17.735 -11.411 -29.573
H 17.641 -9.747 -29.428
H 17.753 -10.339 -31.066
*
```

Results of the Mulliken charge analysis, in e, for atoms 1 through 4: atom 1 (Cs): 0.6837, atom 2 (S): 2.1793, atom 3 (O): -0.6873, atom 4 (O): -0.8779


No. 3
ORCA calculation (the ωB97M-V functional and the def2-TZVPD basis) on C3H4O2Ru as an isolated structure in a non-equilibrium geometry.

Values from the calculation:
LUMO (alpha / beta): -0.5828 / -0.6575 Ha
<S²>: 8.7603
E_HOMO (alpha / beta): -25.61 / -26.19 eV
molar mass: 173.1 g/mol

Geometry as ORCA input:
```
! RIJCOSX wB97M-V def2-TZVPD def2/J DEFGRID3
* xyz 3 6
C 1.745 0.507 -0.596
C 0.557 1.116 -0.360
H 0.444 2.195 -0.475
H -0.282 0.523 0.004
C 1.441 -0.828 -1.193
O 1.041 -0.996 -2.354
Ru 0.561 -2.273 -3.582
H 1.584 -1.689 -0.523
O 2.860 1.155 -0.935
H 3.318 1.474 -0.145
*
```

Results of the Mulliken charge analysis, in e, for atoms 1 through 4: atom 1 (C): 0.5967, atom 2 (C): -0.4206, atom 3 (H): 0.3464, atom 4 (H): 0.3620


No. 4
ORCA calculation (the ωB97M-V functional and the def2-TZVPD basis) on C8H11BeBr3Cl10CsFNO as an isolated structure in a non-equilibrium geometry.

Values from the calculation:
LUMO: -0.0567 Ha
E_HOMO: -3.57 eV
molar mass: 892.3 g/mol

Geometry as ORCA input:
```
! RIJCOSX wB97M-V def2-TZVPD def2/J DEFGRID3
* xyz -1 1
C -2.176 5.031 -2.525
C -1.468 3.732 -2.177
Br -2.548 2.682 -1.013
C -1.095 2.876 -3.408
Br 0.567 3.881 -4.098
N -0.722 1.556 -3.061
C -1.471 0.587 -3.760
C -2.479 -0.190 -2.891
O -2.184 -0.788 -1.913
H -3.162 4.820 -2.944
H -2.342 5.605 -1.613
H -1.596 5.641 -3.219
H -0.533 3.949 -1.663
H -1.868 2.932 -4.181
H -1.951 0.968 -4.675
H -0.746 -0.249 -4.082
H -3.524 -0.183 -3.251
C 0.828 -1.384 1.517
Cl 1.010 0.383 1.703
Cl 2.392 -2.174 1.611
Cl -0.274 -2.011 2.727
H 0.405 -1.561 0.536
Be 0.455 -1.824 -4.903
C 2.200 -5.410 4.666
Cl 1.786 -5.623 2.952
Cl 3.555 -6.503 5.066
Cl 2.742 -3.720 4.916
Cl 0.815 -5.772 5.651
F -1.390 -7.154 5.670
Cs 1.757 0.664 -5.305
C 2.243 0.468 5.692
Cl 0.686 -0.335 5.895
Cl 3.531 -0.673 5.288
H 2.158 1.188 4.886
H 2.501 0.962 6.621
Br 2.030 -3.232 -4.080
Cl -0.132 0.859 -0.633
*
```

Results of the Mulliken charge analysis, in e, for atoms 1 through 4: atom 1 (C): -1.3474, atom 2 (C): -0.0758, atom 3 (Br): -0.1093, atom 4 (C): -0.4304